1.
Below is a cluster of 2 separate species, C3H2Cl3O3 in total at a distorted geometry, with properties calculated with the ωB97M-V functional and the def2-TZVPD basis.

Summary:
charge: -1
strongest force on any atom: 3.3 eV Å⁻¹
multiplicity: 1
electronic energy: -1721.9102 hartree
energy relative to the best compared isomer or geometry (same formula, charge and spin): 6.61 kcal per mole

Geometry (Å):
C 0.49 0.00 -0.52
C -1.23 0.67 -0.11
C -1.59 -0.48 0.61
O 1.25 0.16 0.39
O 0.46 -0.47 -1.61
O -1.61 -0.71 1.80
Cl -1.09 2.07 0.88
Cl 4.07 -0.01 -0.03
Cl -2.01 -1.93 -0.47
H -1.58 1.06 -1.08
H 2.85 -0.37 0.14

Charges computed using natural (NBO), reported in e: atom 1 (C): 0.896, atom 2 (C): -0.532, atom 3 (C): 0.528, atom 4 (O): -0.689, atom 5 (O): -0.651, atom 6 (O): -0.555, atom 7 (Cl): -0.029, atom 8 (Cl): -0.376, atom 9 (Cl): -0.174, atom 10 (H): 0.265, atom 11 (H): 0.318

***

2.
Below is a cluster of 3 separate species, C3H2Cl4NO3 in total at a distorted geometry, with properties calculated with the ωB97M-V functional and the def2-TZVPD basis.

Summary:
charge: -1
strongest force on any atom: 4.9 eV Å⁻¹
multiplicity: 1
electronic energy: -2236.8292 hartree
energy relative to the best compared isomer or geometry (same formula, charge and spin): 0.00 kcal per mole

Geometry (Å):
C -0.07 -3.16 -1.28
C -0.04 1.23 1.26
C -0.33 0.11 -0.04
N 0.29 -0.58 -0.83
O -0.70 -3.16 -0.32
O 0.57 -3.20 -2.24
O 0.98 2.06 1.15
Cl 0.38 0.03 2.60
Cl -2.01 -0.01 -0.37
Cl 2.11 -0.65 -0.82
Cl -0.82 2.84 -0.96
H -0.98 1.73 1.42
H 0.60 2.76 0.43

Charges computed using natural (NBO), reported in e: atom 1 (C): 1.043, atom 2 (C): 0.173, atom 3 (C): 0.235, atom 4 (N): -0.457, atom 5 (O): -0.522, atom 6 (O): -0.526, atom 7 (O): -0.750, atom 8 (Cl): -0.135, atom 9 (Cl): 0.029, atom 10 (Cl): 0.021, atom 11 (Cl): -0.834, atom 12 (H): 0.208, atom 13 (H): 0.515

***

Q: Look up the multiplicity of the second one.
A: 1

***

Q: What is the charge in the second record?
A: -1